[1]
C12H13HgN | wB97M-V/def2-TZVPD

## Properties
Energy relative to the best compared isomer or geometry (same formula, charge and spin)   49.1 kcal/mol
Orbital gap   7.5 eV
HOMO level   -7.16 eV

XYZ file:
```
27
Properties=species:S:1:pos:R:3:forces:R:3:nbo_charge:R:1
Hg -0.44459 1.17607 -1.91951 1.5 -0.7 0.1 1.37
C -2.41361 0.84448 -1.70252 -4.1 0.2 0.1 -1.35
H -2.62049 -0.13548 -1.25382 0.1 0.6 0.4 0.23
H -2.61495 1.72353 -1.06500 -0.6 -0.8 0.3 0.21
H -3.13042 0.93528 -2.51237 -0.1 0.1 -0.3 0.20
H -1.08076 0.93568 -3.56342 1.8 -0.1 -0.5 0.07
H -0.17476 0.90574 -3.73627 -0.6 0.1 -0.8 -0.14
C -0.22429 -3.56278 -0.30855 -0.6 0.7 -0.4 -0.27
C 0.62701 -3.39233 0.78505 -0.2 1.2 -0.3 -0.17
C 0.91345 -2.08744 1.20674 -0.5 0.0 0.2 -0.23
C 0.41458 -0.97994 0.50260 0.3 -1.2 -1.3 0.19
N -0.31315 -1.17553 -0.61427 -1.1 -1.2 0.1 -0.49
C -0.75925 -2.41375 -0.94104 1.4 0.0 0.6 0.05
C 0.72452 0.42590 0.82700 0.8 -0.3 0.9 -0.13
C 1.53139 0.70845 1.97667 -1.0 0.7 -0.5 -0.18
C 1.78295 2.06473 2.22767 0.4 0.1 0.4 -0.23
C 1.17685 3.08365 1.46625 -0.6 -0.1 0.3 -0.21
C 0.31451 2.74817 0.40350 1.3 0.5 1.0 -0.25
C 0.22700 1.43910 -0.01296 1.5 0.0 0.8 -0.37
H -0.48217 -4.54116 -0.70481 0.0 0.1 0.3 0.22
H 1.05919 -4.22853 1.30570 0.0 -0.2 0.1 0.22
H 1.47764 -1.86588 2.10624 0.1 -0.5 -0.2 0.21
H -1.51009 -2.51868 -1.75821 0.8 0.3 0.6 0.20
H 1.90062 -0.07957 2.68823 -0.4 1.0 -1.0 0.21
H 2.47698 2.33479 3.04705 -0.6 -0.1 -0.5 0.21
H 1.33922 4.14753 1.71776 0.0 -0.8 -0.1 0.22
H -0.19738 3.50797 -0.16770 0.2 0.3 0.0 0.20
```
Forces are in eV/Å.


[2]
C12H13INO | wB97M-V/def2-TZVPD

## Properties
Orbital gap   7.1 eV
Total charge   +1
HOMO level   -12.00 eV

XYZ file:
```
28
Properties=species:S:1:pos:R:3:forces:R:3:nbo_charge:R:1
C 0.52304 -2.78062 -0.40984 -0.9 0.3 0.3 -0.28
C -0.65405 -2.15449 -0.17829 -1.1 -1.2 -0.3 -0.05
C 1.68229 -2.01537 -0.54758 -1.1 1.2 -0.3 -0.08
C -0.85139 -0.68127 -0.25134 3.1 -1.6 -2.3 -0.13
C 0.48332 0.06925 -0.08175 -1.4 -0.9 -0.1 0.30
C 1.64149 -0.63844 -0.48163 1.6 -0.6 0.8 0.19
C -1.87265 -0.05760 0.46571 -3.5 0.5 0.9 -0.21
C -1.87947 1.22460 0.79446 1.8 -0.6 0.8 -0.14
C -0.60975 2.01532 0.80622 0.3 1.0 -1.9 -0.25
C 1.94501 1.55581 1.01482 -1.7 -0.2 -1.9 -0.23
C 2.86006 1.30503 -0.13979 1.3 0.4 1.7 -0.08
C -1.44305 -1.16423 -1.97873 0.5 1.9 1.4 -0.48
N 0.56655 1.18872 0.64597 -0.1 -1.9 -2.6 -0.29
O 2.87854 -0.04223 -0.44232 0.0 -0.9 -0.5 -0.46
I -2.61533 0.23269 -2.95164 0.0 0.6 -0.1 0.24
H 0.56591 -3.83583 -0.59041 -0.1 -0.4 0.2 0.25
H -1.57729 -2.75667 -0.37697 1.0 0.4 1.3 0.23
H 2.56633 -2.54931 -0.74814 1.3 -0.1 -0.1 0.25
H -2.75636 -0.67780 0.66842 0.2 0.4 -0.1 0.24
H -2.61063 1.65475 1.41418 -1.3 0.4 0.2 0.24
H -0.62830 2.82461 0.00566 0.1 -0.8 0.9 0.23
H -0.43287 2.47587 1.73613 -0.4 0.9 1.2 0.23
H 2.11981 0.92466 1.79256 1.2 -1.7 2.5 0.22
H 1.92237 2.52782 1.34346 0.2 2.4 0.7 0.23
H 2.55703 1.87835 -0.93164 -1.1 1.4 -2.4 0.18
H 3.87185 1.69200 0.04731 -0.1 -0.7 0.3 0.23
H -0.55575 -1.42838 -2.49660 0.7 -0.1 -0.5 0.23
H -2.08744 -1.98515 -1.81156 -0.4 -0.5 -0.1 0.21
```
Forces are in eV/Å.


[3]
C12H13N7S2V | wB97M-V/def2-TZVPD

## Properties
<S²>   2.05
Orbital gap (spin up / spin down)   7.0 / 7.5 eV
Total charge   +1
HOMO level (spin up / spin down)   -11.30 / -11.26 eV
Multiplicity   3

XYZ file:
```
35
Properties=species:S:1:pos:R:3:forces:R:3:lowdin_spin:R:1
V 0.37898 -0.38623 -0.35830 -0.1 -0.3 -0.2 2.06
S 2.60823 -0.34230 -0.52985 0.1 -0.7 0.2 -0.05
C 3.00722 1.34725 -0.36381 0.3 0.4 -0.4 0.01
C 4.35032 1.73791 -0.38672 -0.6 -0.3 0.5 -0.01
C 4.67792 3.08741 -0.30949 0.3 -0.4 -0.1 0.00
C 6.06192 3.44927 -0.30994 -0.3 -0.1 0.2 0.00
N 7.16957 3.72405 -0.24146 0.6 0.1 -0.1 0.00
C 3.69565 4.08607 -0.23882 -0.7 -1.3 -0.2 -0.01
C 2.35365 3.67143 -0.30278 0.3 -0.3 0.1 0.00
C 2.00388 2.30891 -0.36164 -0.4 1.0 -0.5 0.01
S 0.25718 1.85544 -0.62588 1.1 0.2 0.4 -0.05
C 4.13040 5.44045 -0.14620 0.0 0.8 0.2 0.00
N 4.55172 6.50661 -0.02620 -0.3 -0.5 -0.1 0.00
H 5.09381 0.94097 -0.39030 0.1 0.5 -0.1 0.00
H 1.57015 4.40167 -0.32473 -0.2 0.3 0.0 0.00
C -4.17712 0.12213 0.59870 -0.2 -0.9 -0.8 0.00
N -3.66379 -1.29233 0.50883 -0.8 0.6 1.0 0.00
C -4.59189 -2.43252 0.61380 -0.7 1.0 -1.0 0.00
C -2.36824 -1.52364 0.43287 1.4 1.4 -0.3 0.01
N -1.43693 -0.56467 0.43571 -1.4 -0.1 0.3 0.01
N -1.96619 -2.82211 0.29270 0.3 -0.9 0.0 0.00
C -0.75853 -3.28708 -0.22995 -1.2 1.0 0.3 0.01
N -0.68616 -4.61236 -0.20446 2.3 0.1 -1.5 0.00
N 0.09425 -2.45613 -0.71893 0.7 0.3 -0.4 0.01
H -5.27443 0.05030 0.61860 0.5 0.2 -0.1 0.00
H -3.84686 0.68532 -0.29121 -0.3 -0.3 0.3 0.00
H -3.84517 0.65827 1.47704 0.2 -0.2 0.4 0.00
H -5.59812 -2.04517 0.79395 0.2 0.0 -0.2 0.00
H -4.40657 -3.08517 1.44638 0.5 -0.4 0.4 0.00
H -4.57839 -2.94324 -0.35906 -0.2 -0.2 0.4 0.00
H -1.82976 0.35611 0.63604 0.0 -0.4 0.0 0.01
H -2.63937 -3.55784 0.44982 -0.1 0.4 0.0 0.00
H -1.34906 -5.15791 0.27017 -0.6 -0.9 0.5 0.00
H 0.12265 -5.02969 -0.68735 -0.9 0.0 0.7 0.00
H 0.88908 -2.89118 -1.16752 0.1 -0.3 0.1 0.01
```
Forces are in eV/Å.


[4]
C12H14AgBrClFN2OPS | wB97M-V/def2-TZVPD

## Properties
<S²>   0.76
Energy relative to the best compared isomer or geometry (same formula, charge and spin)   0.0 kcal/mol
Orbital gap (spin up / spin down)   6.9 / 5.6 eV
Total charge   +2
HOMO level (spin up / spin down)   -15.62 / -15.61 eV
Multiplicity   2

XYZ file:
```
35
Properties=species:S:1:pos:R:3:forces:R:3:lowdin_spin:R:1
C -4.15888 0.42480 -0.36965 0.0 -0.3 -0.1 0.00
C -3.67715 -0.98989 -0.07944 -0.1 0.5 0.3 0.00
F -4.73587 -1.70998 0.42381 -0.2 -0.3 0.1 0.00
C -2.60531 -1.02289 0.99515 0.7 -0.4 -0.4 0.00
C -1.28078 -0.43575 0.57546 -0.6 -0.1 0.0 0.00
C -0.73491 -0.56063 -0.66616 -0.1 0.1 0.7 0.01
C 0.55802 -0.00499 -0.96816 -0.5 -0.2 -0.1 0.09
P 1.22706 -0.29650 -2.60896 -0.2 -0.4 -0.1 0.49
O 1.44795 1.01743 -3.43852 0.0 0.1 0.3 0.14
Cl 0.00972 -1.40643 -3.67960 0.2 0.0 0.1 0.15
C 1.32124 0.64902 -0.03790 1.2 0.5 -0.3 0.05
C 2.74148 1.11062 -0.28219 0.1 -0.6 0.3 0.01
C 3.77762 -0.05211 -0.47306 -0.5 0.5 0.2 0.02
C 3.47087 -1.36698 0.20381 0.4 -0.1 -0.2 0.00
Br 3.51494 -1.21095 2.13186 -0.3 0.0 0.0 0.00
C 0.75320 0.83898 1.26046 -0.7 -0.6 -0.9 0.00
N 1.30439 1.47450 2.26872 0.4 0.3 0.9 0.02
S 0.33492 1.28751 3.54194 0.5 0.2 -0.3 0.00
N -0.88264 0.47747 2.82860 -0.6 0.2 -0.1 -0.01
C -0.53435 0.28277 1.55093 0.6 -0.1 0.1 0.01
H -5.21185 0.39228 -0.62066 -0.2 0.0 -0.1 0.00
H -3.64411 0.88140 -1.20824 0.2 0.1 0.0 0.00
H -4.04604 1.02756 0.52623 0.0 0.3 0.1 0.00
H -3.34061 -1.49765 -0.97791 0.0 -0.1 -0.2 0.00
H -2.94525 -0.53089 1.89634 -0.3 0.1 0.2 0.00
H -2.40928 -2.06117 1.26542 -0.1 -0.2 0.1 0.00
H -1.29947 -1.09901 -1.40292 0.0 -0.1 -0.3 0.00
H 1.34612 1.82606 -2.91108 0.1 0.3 -0.2 0.00
H 2.80079 1.75551 -1.14926 0.0 0.2 -0.3 0.00
H 3.06085 1.71479 0.55631 -0.1 0.1 0.2 0.00
H 4.71355 0.30596 -0.06324 0.3 0.1 -0.1 0.00
H 3.93971 -0.20921 -1.54061 0.0 -0.2 -0.1 0.01
H 2.54275 -1.83015 -0.10699 -0.3 0.0 0.2 0.00
H 4.26033 -2.06487 -0.03727 0.2 -0.2 0.0 0.00
Ag -1.61901 2.88337 2.59680 -0.3 0.0 0.2 0.00
```
Forces are in eV/Å.


[5]
C12H14B4F16N2O2V | wB97M-V/def2-TZVPD

## Properties
<S²>   0.85
Orbital gap (spin up / spin down)   4.0 / 3.5 eV
HOMO level (spin up / spin down)   -8.65 / -8.65 eV
Multiplicity   2

XYZ file:
```
51
Properties=species:S:1:pos:R:3:forces:R:3:lowdin_spin:R:1
O -3.70502 4.01766 -0.48040 -1.4 -0.5 -0.5 0.46
V -2.32692 3.53176 -0.07670 4.0 4.3 0.6 -0.43
O -2.34774 1.91556 0.08776 -0.9 -1.8 0.1 0.91
C 0.93795 0.75466 -2.35223 0.0 0.8 -0.9 0.00
N 0.85465 -0.51706 -1.66728 0.4 -0.9 0.5 0.00
C 0.40241 -0.48482 -0.40595 0.0 -2.3 0.7 0.00
C 0.46118 -1.68381 0.36273 0.1 1.3 -1.0 0.00
C 1.03334 -2.85465 -0.18108 -1.2 0.3 1.1 0.00
C 1.33974 -2.87957 -1.52654 0.1 1.3 0.5 0.00
C 1.27874 -1.65382 -2.21158 0.6 -2.1 -0.3 0.00
C 1.18252 -4.09237 0.65972 1.8 -0.4 -0.6 0.00
C 2.43408 -4.82961 0.59482 -1.5 0.2 0.8 0.00
C 2.59659 -5.97905 1.36292 -1.6 1.6 0.4 0.00
N 1.54207 -6.38230 2.19496 2.6 1.8 -2.1 0.00
C 0.39983 -5.71553 2.20738 -0.4 0.5 1.0 0.00
C 0.20219 -4.56359 1.50391 -0.2 0.4 -1.0 0.00
C 1.70629 -7.60971 2.88135 -0.5 -2.1 0.4 0.00
H -0.04269 1.21874 -2.24695 0.3 0.3 -0.2 0.00
H 1.16906 0.60821 -3.40733 -0.2 -0.1 0.1 0.00
H 1.73931 1.32776 -1.88587 -0.3 0.2 0.1 0.00
H 0.00506 0.46605 -0.08291 0.1 0.0 0.4 0.00
H 0.04133 -1.61351 1.35530 0.3 -0.2 0.2 0.00
H 1.65493 -3.82143 -1.95074 0.2 0.3 -0.6 0.00
H 1.66412 -1.71312 -3.21874 -0.3 0.9 -0.2 0.00
H 3.23293 -4.39911 0.00924 0.2 -0.3 0.0 0.00
H 3.54044 -6.49331 1.46821 -0.2 -0.2 -0.1 0.00
H -0.38893 -5.95475 2.90526 0.2 -0.9 0.1 0.00
H -0.77553 -4.10746 1.55305 0.0 0.2 0.1 0.00
H 2.70047 -8.05533 2.84790 0.2 0.7 -0.1 0.00
H 1.10001 -8.25587 2.24653 -0.3 -0.8 0.9 0.00
H 1.40296 -7.54051 3.92600 -0.3 -0.1 -0.2 0.00
B 1.10315 3.19812 0.26666 2.6 5.0 0.3 0.00
F 1.75589 2.07074 0.39511 1.8 -4.1 0.2 0.00
F 1.45077 4.12278 1.22094 0.7 0.3 1.3 0.01
F 1.30144 3.79954 -0.92925 0.3 -0.1 -2.2 0.00
F -0.20400 3.01922 0.44588 -6.1 -1.4 0.3 0.04
B -2.43257 4.21021 2.76044 -0.9 1.0 3.4 0.00
F -3.19036 5.16500 3.37983 -0.5 0.5 1.6 0.00
F -1.84729 4.95834 1.77390 1.4 -1.1 -3.8 0.00
F -1.57515 3.50115 3.57041 0.7 0.1 -0.1 0.00
F -3.34431 3.29181 2.28107 -0.6 -1.6 -2.7 0.00
B -1.51334 7.23846 -1.25281 0.4 3.1 -1.2 0.00
F -0.61820 7.83597 -0.39385 1.2 0.2 0.2 0.00
F -1.81888 6.03449 -0.75590 -1.3 -5.1 2.0 0.01
F -2.61530 8.04515 -1.32248 -1.9 0.8 0.4 0.00
F -1.13036 7.07202 -2.55630 1.4 -0.3 -1.2 0.00
B -2.08269 2.73843 -3.07380 -2.0 0.5 -3.7 0.00
F -1.29720 2.12731 -4.02980 0.9 -0.7 -0.2 0.00
F -1.32530 3.18289 -2.04760 1.9 0.6 5.0 0.00
F -2.60587 3.90296 -3.55917 -1.1 0.3 -0.7 0.00
F -3.04567 1.84506 -2.64578 -0.5 -0.6 0.8 0.00
```
Forces are in eV/Å.


[6]
C12H14BF3N6O2Pd | wB97M-V/def2-TZVPD

## Properties
<S²>   2.01
Energy relative to the best compared isomer or geometry (same formula, charge and spin)   28.0 kcal/mol
Orbital gap (spin up / spin down)   8.3 / 5.3 eV
HOMO level (spin up / spin down)   -8.43 / -8.43 eV
Multiplicity   3

XYZ file:
```
39
Properties=species:S:1:pos:R:3:forces:R:3:lowdin_spin:R:1
H -1.75077 -1.02755 -2.49328 0.0 0.4 -0.7 0.00
N 0.15515 -0.18404 -2.25160 0.4 -3.7 0.2 0.14
B 2.79007 -0.30017 -1.95892 0.0 -0.9 0.6 0.00
N 1.42650 -0.64062 -2.61294 -1.4 0.5 -1.4 0.01
C 1.28527 -1.39062 -3.72496 -0.6 -0.1 0.8 0.01
Pd -0.78600 1.55411 -1.74512 0.0 0.1 1.2 1.41
H 2.15359 -1.70072 -4.28932 -0.1 -0.2 0.3 0.00
C -0.06570 -1.63101 -3.92496 -0.5 -0.4 -0.1 0.00
H -0.51391 -2.23529 -4.68933 0.0 -0.2 -0.1 0.00
C -0.75111 -0.95334 -2.91072 1.8 0.5 -0.2 0.01
H 3.70168 -0.47097 -2.75537 -0.4 0.4 0.2 0.00
C -0.85232 0.10704 4.22694 0.6 1.3 -0.2 0.00
H -1.48610 0.87836 4.65975 0.0 0.1 0.0 0.00
H -0.71636 0.30093 3.16362 0.0 0.0 0.1 0.00
H 0.11441 0.10690 4.72738 0.0 0.1 0.0 0.00
N 3.25988 -1.31521 -0.73029 -1.4 -0.6 0.7 0.00
N 2.50829 1.23469 -1.73486 -0.4 1.3 -0.7 0.01
N 2.37909 -1.72534 0.26521 -0.6 1.8 0.0 0.00
N 1.28286 1.84174 -1.40916 2.1 0.7 2.0 0.19
C 4.45663 -1.93478 -0.48013 -0.2 -0.1 1.0 0.00
C 3.36428 2.21825 -2.11289 -1.0 0.1 1.1 0.01
H 5.29254 -1.87794 -1.17242 -0.2 0.1 0.2 0.00
H 4.30890 1.97190 -2.58295 -0.1 0.0 0.3 0.00
C 4.35271 -2.61230 0.75576 0.3 0.6 -1.0 0.00
C 2.79635 3.45242 -1.78022 0.0 -0.4 0.1 0.00
C 3.03297 -2.40932 1.20190 0.3 0.6 -1.8 0.00
C 1.53759 3.15981 -1.23715 0.7 -0.9 -1.2 0.02
H 5.10199 -3.17692 1.27587 0.3 0.0 -0.1 0.00
H 3.22102 4.41849 -1.93683 0.2 0.3 0.1 0.00
H 2.54188 -2.69741 2.13205 0.1 -0.1 -0.5 0.00
H 0.81713 3.76494 -0.71246 -0.1 0.3 -0.3 0.00
H -1.30974 -0.82531 4.36128 -0.7 -1.4 0.2 0.00
F -5.16532 0.38567 -0.35436 0.1 1.6 0.5 0.00
C -4.65862 1.63358 -0.10825 0.1 -0.3 -0.1 0.00
F -5.45933 2.56536 -0.70431 1.0 -1.2 0.7 0.00
F -4.67009 1.86811 1.24169 0.0 -0.3 -1.6 0.00
C -3.16789 1.63206 -0.68562 -0.3 0.7 0.0 0.02
O -2.62201 0.51104 -0.79699 0.3 0.5 0.0 0.12
O -2.61399 2.71959 -1.02912 -0.4 -0.8 0.1 0.04
```
Forces are in eV/Å.